Record 1
Below is an isolated molecule of H4NO3PS at a distorted geometry, with properties calculated with ωB97M-V/def2-TZVPD.

As for the SMILES: NOP(O)(O)=S. As for the total energy: -1022.417954 hartree. The HOMO-LUMO gap is 9.98 eV. Its molar mass is 129.077 u. As for the energy above the lowest of the compared OMol25 structures with the same formula, charge and spin: 11.5 kcal/mol. The largest force on an atom is 0.085 hartree/bohr.

Last column: natural (NBO) charge in e.
Atoms and positions in Å:
N: -1.68 1.06 -0.20  -0.50
O: -1.05 -0.09 0.47  -0.67
P: 0.88 -0.22 0.13  1.88
O: 1.23 -1.39 1.16  -0.94
O: 0.63 -1.02 -1.23  -0.98
S: 1.80 1.48 0.20  -0.49
H: -1.76 0.90 -1.19  0.33
H: -0.95 1.81 -0.14  0.34
H: 1.03 -0.94 1.96  0.51
H: -0.14 -1.57 -1.15  0.52

Record 2
Below is a structure of composition C46H52BN7O3P2S2SnTe, with properties calculated with ωB97M-V/def2-TZVPD.

As for the total energy: -4378.899526 hartree. The charge is +2. The HOMO-LUMO gap is 6.14 eV. Its molar mass is 1134.173 u. As for the energy above the lowest of the compared OMol25 structures with the same formula, charge and spin: 43.2 kcal/mol. The largest force on an atom is 0.011 hartree/bohr.

Last column: Löwdin charge in e.
Atoms and positions in Å:
Sn: -0.36 0.54 1.38  1.02
C: 2.43 2.97 5.06  -0.01
N: 2.35 3.40 3.67  -0.13
C: 3.55 4.01 3.10  -0.03
C: 1.25 3.17 2.96  -0.45
O: 0.23 2.64 3.41  -0.03
C: 1.27 3.60 1.49  -0.12
O: 0.09 3.19 0.84  -0.23
C: -1.01 4.03 1.00  -0.11
C: -2.22 3.20 1.40  -0.40
O: -2.11 1.97 1.59  -0.19
N: -3.39 3.82 1.55  -0.11
C: -3.58 5.25 1.40  -0.01
C: -4.58 3.08 1.95  0.00
H: 2.51 3.83 5.73  0.10
H: 3.31 2.33 5.20  0.10
H: 1.53 2.40 5.30  0.08
H: 4.19 4.34 3.92  0.10
H: 3.31 4.88 2.50  0.09
H: 4.11 3.30 2.49  0.10
H: 2.11 3.14 0.96  0.13
H: 1.40 4.69 1.41  0.14
H: -1.22 4.53 0.05  0.14
H: -0.84 4.79 1.76  0.15
H: -2.75 5.72 0.89  0.09
H: -3.71 5.72 2.37  0.11
H: -4.48 5.42 0.81  0.10
H: -4.32 2.04 2.14  0.09
H: -5.32 3.12 1.15  0.10
H: -5.01 3.53 2.84  0.11
C: 3.77 -2.51 0.80  -0.01
N: 2.47 -2.99 1.23  -0.12
C: 1.86 -4.17 0.68  -0.16
C: 0.94 -4.53 1.79  0.06
N: 0.90 -3.63 2.69  0.07
B: -0.06 -3.77 3.97  -0.40
N: -0.53 -2.42 4.51  -0.03
C: -0.39 -2.06 5.83  -0.04
C: -1.08 -0.91 6.03  -0.01
N: -1.63 -0.56 4.82  -0.10
C: -2.49 0.58 4.60  -0.01
C: -1.29 -1.49 3.91  -0.70
S: -1.77 -1.48 2.24  0.59
C: 1.88 -2.61 2.38  -0.75
S: 2.16 -1.30 3.30  0.78
H: 4.55 -3.22 1.11  0.12
H: 3.96 -1.55 1.27  0.05
H: 3.80 -2.40 -0.28  0.07
H: 2.61 -4.92 0.42  0.18
H: 0.28 -5.39 1.82  0.17
H: 0.58 -4.32 4.81  0.09
H: -0.98 -4.42 3.56  0.08
H: 0.17 -2.67 6.51  0.13
H: -1.22 -0.32 6.92  0.13
H: -2.71 1.03 5.56  0.10
H: -3.42 0.25 4.13  0.09
H: -2.00 1.32 3.96  0.06
Te: -0.41 -2.60 -2.82  1.78
C: 0.40 -2.16 -4.73  -0.45
C: -0.08 -1.01 -5.34  -0.12
C: 0.45 -0.65 -6.57  -0.12
N: 1.39 -1.35 -7.19  0.09
C: 1.84 -2.45 -6.60  -0.12
C: 1.37 -2.91 -5.37  -0.10
C: -0.18 -0.80 -1.90  -0.89
P: 1.18 -1.17 -0.81  0.84
C: 1.40 -2.90 -1.53  -0.58
C: 2.59 -3.35 -2.26  -0.13
C: 2.74 -4.66 -2.54  -0.07
C: 1.70 -5.61 -2.18  -0.06
C: 0.77 -5.28 -1.27  -0.07
C: 0.90 -3.96 -0.56  -0.34
C: 2.59 -0.19 -1.41  -0.38
C: 3.40 0.45 -0.47  -0.13
C: 4.44 1.26 -0.88  -0.07
C: 4.69 1.45 -2.23  -0.06
C: 3.88 0.83 -3.18  -0.06
C: 2.83 0.02 -2.77  -0.09
P: -1.51 0.02 -1.14  0.80
C: -1.71 1.66 -1.91  -0.38
C: -2.81 2.43 -1.57  -0.12
C: -2.98 3.69 -2.13  -0.08
C: -2.02 4.19 -3.01  -0.07
C: -0.92 3.42 -3.34  -0.06
C: -0.76 2.16 -2.80  -0.08
C: -3.00 -0.88 -1.65  -0.41
C: -3.39 -2.02 -0.94  -0.14
C: -4.46 -2.78 -1.37  -0.06
C: -5.15 -2.41 -2.52  -0.06
C: -4.77 -1.28 -3.23  -0.06
C: -3.70 -0.51 -2.80  -0.08
H: -0.83 -0.37 -4.87  0.09
H: 0.09 0.23 -7.09  0.12
H: 2.60 -3.01 -7.13  0.12
H: 1.76 -3.83 -4.95  0.09
H: 3.31 -2.62 -2.61  0.11
H: 3.60 -5.01 -3.09  0.12
H: 1.69 -6.58 -2.65  0.12
H: 0.00 -5.98 -0.97  0.12
H: -0.07 -3.62 -0.16  0.12
H: 3.20 0.30 0.59  0.07
H: 5.07 1.75 -0.14  0.11
H: 5.50 2.09 -2.55  0.11
H: 4.07 0.99 -4.23  0.11
H: 2.18 -0.43 -3.51  0.09
H: -3.57 2.03 -0.91  0.11
H: -3.86 4.28 -1.89  0.11
H: -2.15 5.17 -3.45  0.11
H: -0.18 3.81 -4.03  0.11
H: 0.10 1.55 -3.05  0.09
H: -2.85 -2.31 -0.04  0.04
H: -4.76 -3.65 -0.81  0.11
H: -5.99 -3.00 -2.86  0.11
H: -5.31 -0.99 -4.12  0.11
H: -3.42 0.37 -3.36  0.11

Record 3
Below is a cluster of 3 separate species, C4H13NO2 in total at a distorted geometry, with properties calculated with ωB97M-V/def2-TZVPD.

As for the SMILES: CC(C)=CN.O.O. As for the total energy: -365.409155 hartree. The HOMO-LUMO gap is 8.68 eV. Its molar mass is 107.153 u. As for the energy above the lowest of the compared OMol25 structures with the same formula, charge and spin: 20.9 kcal/mol. The largest force on an atom is 0.045 hartree/bohr.

Last column: natural (NBO) charge in e.
Atoms and positions in Å:
C: 0.71 0.75 1.44  -0.67
C: 1.08 0.13 0.12  -0.09
C: 2.04 -1.04 0.08  -0.64
C: 0.53 0.53 -1.05  -0.02
N: -0.49 1.44 -1.25  -0.86
H: 1.15 1.72 1.67  0.22
H: -0.30 0.73 1.85  0.24
H: 1.15 0.02 2.14  0.21
H: 2.46 -1.35 1.03  0.22
H: 1.57 -1.93 -0.36  0.20
H: 2.88 -0.81 -0.58  0.22
H: 1.04 0.12 -1.93  0.18
H: -0.53 2.11 -1.98  0.39
H: -1.15 1.57 -0.50  0.41
O: -1.74 -1.56 -0.96  -0.95
H: -1.73 -0.93 -1.69  0.48
H: -0.80 -1.50 -0.69  0.49
O: -2.56 0.38 0.83  -0.99
H: -2.93 0.00 1.60  0.47
H: -2.37 -0.36 0.23  0.49

Record 4
Below is a cluster of 8 separate species, C16H27Cl15F3NO5 in total at a distorted geometry, with properties calculated with ωB97M-V/def2-TZVPD.

As for the SMILES: CC(=O)OC(=O)C[C@H](CNCOC(F)(F)F)OCCl.ClCCl.ClCCl.ClCCl.ClCCl.ClCCl.ClCCl.ClCCl. As for the total energy: -8258.999112 hartree. The HOMO-LUMO gap is 9.56 eV. Its molar mass is 902.183 u. The largest force on an atom is 0.178 hartree/bohr.

Last column: natural (NBO) charge in e.
Atoms and positions in Å:
C: -1.27 -3.38 -0.70  -0.77
C: 0.23 -2.70 -0.67  0.80
O: 0.60 -1.87 -1.68  -0.59
O: 1.23 -2.94 0.39  -0.57
C: 0.75 -2.45 1.70  0.78
O: -0.23 -3.04 2.42  -0.53
C: 1.53 -1.13 2.32  -0.53
C: 0.76 0.30 1.97  0.11
C: 1.49 0.99 0.63  -0.26
N: 0.52 2.02 0.11  -0.67
C: 0.73 2.34 -1.36  0.07
O: -0.32 1.85 -2.26  -0.50
C: -1.48 2.76 -2.33  1.17
F: -1.58 3.74 -1.22  -0.33
F: -1.47 3.54 -3.61  -0.34
F: -2.74 1.93 -2.26  -0.33
O: 0.84 1.28 3.09  -0.54
C: -0.44 1.96 3.30  -0.06
Cl: -1.40 1.19 4.75  -0.13
H: -1.49 -3.98 0.31  0.28
H: -2.14 -2.64 -0.99  0.27
H: -1.26 -4.21 -1.55  0.27
H: 2.59 -1.10 1.83  0.24
H: 1.64 -1.19 3.50  0.28
H: -0.35 0.01 1.69  0.20
H: 2.46 1.58 0.97  0.22
H: 1.80 0.16 -0.14  0.21
H: -0.48 1.68 0.16  0.37
H: 1.73 1.78 -1.68  0.20
H: 0.96 3.50 -1.46  0.20
H: -0.31 3.13 3.51  0.24
H: -1.18 1.90 2.38  0.19
Cl: -2.99 -5.43 -2.45  -0.02
C: -4.16 -6.05 -1.27  -0.40
Cl: -4.20 -5.05 0.18  -0.02
H: -5.15 -6.07 -1.73  0.23
H: -3.87 -7.07 -1.00  0.23
Cl: 0.30 -6.84 -0.50  -0.03
C: 0.04 -7.64 -2.05  -0.40
Cl: -1.39 -8.67 -2.01  -0.03
H: -0.10 -6.87 -2.82  0.23
H: 0.91 -8.25 -2.29  0.23
Cl: 3.72 -2.32 -4.85  -0.03
C: 2.10 -2.92 -4.47  -0.40
Cl: 2.05 -4.69 -4.56  -0.04
H: 1.83 -2.60 -3.46  0.25
H: 1.39 -2.51 -5.19  0.22
Cl: 1.30 5.89 4.65  -0.02
C: -0.44 6.16 4.86  -0.40
Cl: -1.38 4.96 3.96  -0.02
H: -0.69 6.09 5.92  0.23
H: -0.69 7.16 4.49  0.23
Cl: 3.92 -7.61 -0.59  -0.03
C: 3.72 -6.29 0.57  -0.40
Cl: 4.60 -6.62 2.07  -0.02
H: 4.11 -5.37 0.12  0.22
H: 2.66 -6.17 0.80  0.23
Cl: 0.13 9.01 5.82  -0.03
C: 1.40 9.92 4.99  -0.40
Cl: 2.90 8.98 4.91  -0.01
H: 1.07 10.15 3.98  0.23
H: 1.59 10.84 5.54  0.23
Cl: -3.16 5.55 -7.01  -0.03
C: -3.20 5.70 -5.25  -0.40
Cl: -4.42 6.88 -4.75  -0.03
H: -3.45 4.73 -4.81  0.23
H: -2.22 6.03 -4.89  0.22

Record 5
Below is a cluster of 4 separate species, C48H37O10P2 in total, with properties calculated with ωB97M-V/def2-TZVPD.

As for the total energy: -3286.512028 hartree. The charge is -1. The HOMO-LUMO gap is 5.46 eV. Its molar mass is 835.762 u. As for the energy above the lowest of the compared OMol25 structures with the same formula, charge and spin: 0.0 kcal/mol. The largest force on an atom is 0.013 hartree/bohr.

Last column: Löwdin charge in e.
Atoms and positions in Å:
C: 5.81 0.83 -2.15  -0.02
C: 4.73 0.73 -1.61  -0.24
P: 3.05 0.67 -0.74  0.52
C: 3.59 -0.59 0.55  -0.37
C: 2.67 -1.83 0.62  -0.18
O: 2.47 1.80 -1.99  -0.37
C: 1.13 2.18 -1.78  -0.29
C: 0.96 2.11 -0.27  -0.59
P: -0.75 2.17 0.37  0.86
O: -0.34 2.23 1.99  -0.32
O: -1.12 3.75 0.08  -0.31
O: 1.47 0.85 0.07  -0.37
H: 6.81 1.02 -2.47  -0.02
H: 3.51 1.77 0.07  0.04
H: 2.59 -0.38 -1.60  0.04
H: 3.63 -0.11 1.53  0.06
H: 4.60 -0.92 0.30  0.05
H: 2.23 -2.05 -0.35  0.05
H: 3.25 -2.70 0.95  0.04
H: 1.88 -1.69 1.36  0.05
H: 0.43 1.43 -2.18  0.10
H: 0.98 3.17 -2.21  0.12
H: 1.55 2.94 0.19  0.11
H: 0.49 1.73 2.06  0.05
H: -0.70 4.37 0.70  0.05
C: -4.47 10.84 5.26  -0.07
C: -5.24 10.74 4.11  -0.06
C: -5.30 9.56 3.41  -0.01
C: -4.57 8.45 3.84  -0.08
C: -3.79 8.55 4.99  -0.08
C: -3.74 9.74 5.70  -0.01
C: -2.97 7.39 5.47  -0.28
O: -2.30 7.48 6.48  0.10
C: -3.02 6.14 4.67  -0.09
C: -2.24 5.06 5.06  0.00
C: -2.27 3.88 4.34  -0.05
C: -3.08 3.77 3.22  -0.05
C: -3.86 4.84 2.82  0.01
C: -3.83 6.03 3.54  -0.09
C: -4.66 7.18 3.07  -0.28
O: -5.38 7.09 2.11  0.10
H: -4.43 11.77 5.82  0.10
H: -5.80 11.60 3.77  0.10
H: -5.90 9.47 2.51  0.12
H: -3.13 9.80 6.60  0.12
H: -1.60 5.16 5.94  0.12
H: -1.65 3.04 4.64  0.11
H: -3.10 2.85 2.66  0.10
H: -4.49 4.77 1.94  0.12
C: 3.19 1.24 -6.99  -0.06
C: 2.81 1.37 -5.66  -0.03
C: 1.63 0.81 -5.22  0.02
C: 0.81 0.12 -6.11  -0.07
C: 1.18 0.01 -7.46  -0.09
C: 2.38 0.57 -7.89  -0.01
C: 0.32 -0.69 -8.44  -0.28
O: 0.65 -0.80 -9.61  0.09
C: -0.97 -1.26 -7.96  -0.08
C: -1.82 -1.88 -8.87  -0.01
C: -3.02 -2.42 -8.44  -0.07
C: -3.38 -2.34 -7.10  -0.07
C: -2.54 -1.72 -6.19  0.00
C: -1.34 -1.17 -6.62  -0.08
C: -0.46 -0.48 -5.62  -0.27
O: -0.78 -0.43 -4.45  0.12
H: 4.13 1.67 -7.33  0.10
H: 3.44 1.89 -4.95  0.11
H: 1.35 0.90 -4.18  0.10
H: 2.67 0.47 -8.93  0.11
H: -1.53 -1.94 -9.91  0.12
H: -3.68 -2.90 -9.15  0.10
H: -4.31 -2.77 -6.76  0.10
H: -2.80 -1.65 -5.14  0.12
C: 4.99 -9.24 2.74  -0.06
C: 5.25 -7.93 2.35  -0.06
C: 4.23 -6.99 2.35  0.00
C: 2.95 -7.36 2.73  -0.08
C: 2.68 -8.67 3.10  -0.08
C: 3.71 -9.61 3.11  -0.01
C: 1.31 -9.10 3.48  -0.28
O: 1.07 -10.24 3.82  0.10
C: 0.22 -8.08 3.43  -0.09
C: -1.08 -8.46 3.74  -0.01
C: -2.10 -7.53 3.70  -0.06
C: -1.83 -6.20 3.36  -0.06
C: -0.53 -5.82 3.05  0.00
C: 0.49 -6.76 3.08  -0.08
C: 1.88 -6.32 2.73  -0.28
O: 2.12 -5.17 2.45  0.12
H: 5.78 -9.97 2.74  0.10
H: 6.25 -7.64 2.05  0.11
H: 4.42 -5.97 2.05  0.12
H: 3.49 -10.63 3.41  0.12
H: -1.28 -9.49 4.00  0.12
H: -3.11 -7.82 3.93  0.10
H: -2.62 -5.47 3.33  0.11
H: -0.30 -4.80 2.79  0.13

Record 6
Below is a structure of composition CH3BrN2 at a distorted geometry, with properties calculated with ωB97M-V/def2-TZVPD.

As for the total energy: -2723.357392 hartree. The HOMO-LUMO gap (alpha / beta) is 8.01 / 8.01 eV. Its molar mass is 122.953 u. As for the energy above the lowest of the compared OMol25 structures with the same formula, charge and spin: 0.0 kcal/mol. The largest force on an atom is 0.045 hartree/bohr.

Last column: natural (NBO) charge in e.
Atoms and positions in Å:
C: 0.01 -0.02 -0.19  -0.49
N: -0.16 -0.86 -1.29  -0.01
N: -0.10 -1.95 -1.64  0.23
Br: 0.48 -3.61 0.08  -0.50
H: 0.01 1.01 -0.53  0.24
H: 0.94 -0.27 0.32  0.27
H: -0.82 -0.18 0.51  0.27